# 1
Below is 4 unconnected molecules or ions with the total composition C28H31ClF24IN2O6 at a distorted geometry, with properties calculated with ωB97M-V/def2-TZVPD.

Computed properties:
Molecular weight in g mol⁻¹: 1109.87
Frontier orbital gap in Ha: 0.272
E in eV: -130638.6845
E_HOMO in eV: -12.195

Structure (ORCA input):
```
! RIJCOSX wB97M-V def2-TZVPD def2/J DEFGRID3
* xyz 1 1
C 3.413 -2.263 1.116
O 2.195 -2.841 0.620
C 2.157 -3.227 -0.698
N 0.946 -2.641 -1.337
N -0.090 -3.481 -1.331
C -1.228 -3.089 -1.850
Cl -2.473 -4.252 -1.811
C -1.443 -1.785 -2.425
C -2.760 -1.346 -3.002
C -3.851 -1.195 -1.910
C -4.856 -0.044 -2.144
C -4.994 0.490 -3.581
C -4.094 1.700 -3.787
O -4.720 2.724 -4.588
C -4.102 3.907 -4.276
C -2.646 4.070 -4.638
O -4.696 4.771 -3.710
C -0.306 -0.938 -2.397
C 0.907 -1.400 -1.838
I 2.566 -0.155 -1.857
H 3.559 -2.662 2.114
H 3.290 -1.186 1.214
H 4.265 -2.510 0.491
H 1.997 -4.302 -0.761
H 3.042 -2.977 -1.277
H -3.068 -2.124 -3.698
H -2.565 -0.408 -3.507
H -3.369 -1.025 -0.946
H -4.382 -2.134 -1.817
H -4.658 0.767 -1.449
H -5.831 -0.431 -1.853
H -6.011 0.844 -3.727
H -4.806 -0.272 -4.334
H -3.889 2.159 -2.828
H -3.139 1.448 -4.259
H -2.051 3.963 -3.734
H -2.329 3.330 -5.368
H -2.513 5.073 -5.025
H -0.364 0.062 -2.801
C -0.653 3.827 1.037
C -1.628 3.618 -0.124
C -3.121 3.583 0.192
F -3.432 2.567 1.022
F -3.787 3.379 -0.967
F -1.277 2.507 -0.828
F -1.463 4.681 -0.958
O -0.018 2.685 1.583
C -0.591 1.938 2.582
C -0.865 0.492 2.145
F -1.661 0.456 1.048
F -1.488 -0.145 3.149
F -1.690 2.522 3.080
F 0.310 1.849 3.581
H 0.165 4.394 0.599
H -1.081 4.464 1.810
H -3.460 4.522 0.636
H 0.075 -0.014 1.912
C 4.534 3.357 0.679
C 5.166 4.286 1.727
C 5.645 5.671 1.281
F 6.618 5.574 0.355
F 6.143 6.312 2.358
F 6.155 3.635 2.369
F 4.178 4.529 2.637
O 5.339 2.343 0.109
C 6.118 2.555 -0.994
C 7.612 2.389 -0.689
F 7.989 3.239 0.278
F 8.305 2.663 -1.813
F 5.848 3.725 -1.589
F 5.807 1.575 -1.887
H 3.787 2.798 1.238
H 3.994 3.921 -0.082
H 4.812 6.254 0.877
H 7.817 1.364 -0.372
C -1.791 -6.138 2.390
C -1.732 -4.607 2.291
C -0.380 -3.944 2.018
F 0.510 -4.172 2.997
F -0.580 -2.601 1.932
F -2.311 -4.053 3.370
F -2.493 -4.261 1.203
O -1.812 -6.720 3.672
C -0.671 -7.021 4.366
C -0.564 -6.219 5.668
F -0.592 -4.896 5.411
F 0.610 -6.519 6.260
F 0.435 -6.889 3.608
F -0.754 -8.317 4.725
H -2.765 -6.393 1.977
H -1.052 -6.610 1.741
H 0.027 -4.294 1.066
H -1.390 -6.476 6.334
*
```

Atom charges from the Löwdin analysis, given in e for atoms 1 to 5: -0.06 -0.16 -0.21 -0.08 0.13

# 2
Below is a molecular structure, C28H31F6FeN7PS at a distorted geometry, with properties calculated with ωB97M-V/def2-TZVPD.

Computed properties:
Molecular weight in g mol⁻¹: 698.48
Frontier orbital gap (alpha / beta) in Ha: 0.238 / 0.280
E in eV: -110792.6342
E_HOMO (alpha / beta) in eV: -8.019 / -8.001
Expectation value of S²: 0.95

Structure (ORCA input):
```
! RIJCOSX wB97M-V def2-TZVPD def2/J DEFGRID3
* xyz 0 2
Fe 0.281 -0.711 -0.230
C -4.792 -4.191 -1.806
C -4.287 -2.844 -1.310
N -3.482 -2.980 -0.106
C -2.227 -2.544 0.075
S -1.290 -2.076 -1.319
N -1.754 -2.549 1.289
N -0.496 -2.049 1.364
C 0.044 -2.015 2.531
C -0.651 -2.404 3.795
C 1.445 -1.579 2.556
C 2.291 -1.826 3.631
C 3.619 -1.446 3.530
C 4.056 -0.823 2.371
C 3.137 -0.602 1.360
N 1.867 -0.977 1.447
H -5.465 -4.053 -2.653
H -3.961 -4.824 -2.119
H -5.339 -4.713 -1.019
H -3.679 -2.356 -2.067
H -5.124 -2.177 -1.092
H -3.965 -3.177 0.757
H -1.719 -2.461 3.614
H -0.312 -3.379 4.154
H -0.444 -1.662 4.568
H 1.915 -2.315 4.517
H 4.303 -1.638 4.346
H 5.084 -0.515 2.250
H 3.426 -0.107 0.440
C -0.958 1.090 -2.690
N 0.169 0.314 -2.140
C 0.947 -0.254 -2.996
C 1.878 -1.201 -2.532
C 2.878 -1.950 -3.146
C 3.385 -2.791 -2.151
C 2.666 -2.516 -0.987
N 1.772 -1.537 -1.211
C -0.608 2.487 -3.159
C -0.108 3.470 -2.309
C 0.142 4.751 -2.772
C -0.113 5.079 -4.097
C -0.614 4.113 -4.953
C -0.855 2.828 -4.484
H -1.743 1.136 -1.944
H -1.362 0.547 -3.548
H 0.855 -0.055 -4.064
H 3.176 -1.890 -4.181
H 4.179 -3.514 -2.245
H 2.757 -2.990 -0.023
H 0.065 3.254 -1.265
H 0.524 5.502 -2.093
H 0.067 6.085 -4.455
H -0.821 4.354 -5.988
H -1.250 2.079 -5.161
N 1.035 1.436 0.379
C 1.353 1.813 1.716
C 0.447 1.590 2.745
C 0.793 1.917 4.047
C 2.040 2.456 4.337
C 2.942 2.672 3.307
C 2.602 2.352 2.001
H 1.701 1.782 -0.298
H 0.092 1.703 0.117
H -0.524 1.176 2.526
H 0.076 1.747 4.840
H 2.302 2.713 5.355
H 3.915 3.098 3.517
H 3.308 2.532 1.197
F -1.522 0.503 0.320
P -3.149 1.106 0.576
F -2.703 2.364 -0.322
F -3.436 -0.198 1.454
F -2.596 1.856 1.882
F -4.615 1.672 0.781
F -3.570 0.307 -0.755
*
```

Atom charges from the Löwdin analysis, given in e for atoms 1 to 5: 0.56 -0.09 -0.27 0.01 -0.73

# 3
Below is a molecular structure, C28H31GaN5S, with properties calculated with ωB97M-V/def2-TZVPD.

Computed properties:
Molecular weight in g mol⁻¹: 539.38
Frontier orbital gap in Ha: 0.287
E in eV: -100179.8722
E_HOMO in eV: -17.290

Structure (ORCA input):
```
! RIJCOSX wB97M-V def2-TZVPD def2/J DEFGRID3
* xyz 3 1
Ga -1.161 0.498 -1.588
C 5.214 -1.705 -0.452
C 4.955 -0.388 -1.210
C 5.710 -0.410 -2.539
C 5.452 0.802 -0.366
C 3.463 -0.241 -1.407
C 2.860 -0.179 -2.667
C 1.503 -0.003 -2.776
N 0.712 0.098 -1.689
C 1.257 -0.008 -0.444
C 2.608 -0.165 -0.293
C 0.285 0.023 0.684
C 0.622 -0.125 2.008
C -0.370 -0.151 2.997
C -1.701 -0.061 2.562
C -1.985 0.100 1.232
N -1.006 0.161 0.307
C -0.048 -0.266 4.472
C -0.779 -1.493 5.048
C 1.452 -0.403 4.731
C -0.565 1.015 5.161
H 6.290 -1.837 -0.341
H 4.824 -2.566 -0.999
H 4.778 -1.699 0.549
H 6.778 -0.486 -2.338
H 5.555 0.506 -3.113
H 5.437 -1.270 -3.154
H 6.523 0.687 -0.199
H 4.972 0.851 0.614
H 5.293 1.751 -0.883
H 3.443 -0.269 -3.571
H 1.021 0.059 -3.743
H 3.027 -0.245 0.699
H 1.656 -0.238 2.294
H -2.519 -0.118 3.266
H -3.002 0.180 0.870
H -0.475 -2.413 4.543
H -1.864 -1.400 4.982
H -0.523 -1.589 6.103
H 1.865 -1.313 4.287
H 1.620 -0.466 5.805
H 2.012 0.465 4.372
H -1.637 1.159 5.014
H -0.038 1.900 4.799
H -0.386 0.932 6.233
N -4.880 1.160 -2.599
C -5.142 -0.210 -2.463
C -6.320 -0.939 -2.562
C -6.208 -2.299 -2.374
C -4.970 -2.913 -2.102
C -3.805 -2.184 -2.003
C -3.917 -0.809 -2.183
N -2.955 0.214 -2.163
C -3.584 1.366 -2.415
C -2.801 2.595 -2.438
C -3.107 3.878 -2.737
S -1.703 4.845 -2.647
C -0.776 3.514 -2.200
N -1.465 2.395 -2.124
H -5.572 1.865 -2.814
H -7.270 -0.468 -2.779
H -7.093 -2.916 -2.445
H -4.936 -3.987 -1.978
H -2.852 -2.662 -1.809
H -4.060 4.301 -3.020
H 0.286 3.575 -2.007
*
```

Atom charges from the Löwdin analysis, given in e for atoms 1 to 5: 0.73 -0.01 -0.55 -0.04 -0.02